(1)
Molecular formula: C4H10N2
Method: DFT, ωB97M-V/def2-TZVPD

CARTESIAN COORDINATES (ANGSTROEM)
C  1.2316  -2.1096  0.1169
N  0.1206  -1.4282  -0.1243
C  0.4180  -0.2806  -1.0517
C  -0.6673  0.8323  -0.9339
C  -1.1179  0.8814  0.5359
N  -0.0058  1.3171  1.4648
H  1.1786  -3.2199  0.3272
H  2.2366  -1.5998  0.1765
H  0.3059  -0.7717  -2.0571
H  1.3679  0.1643  -0.9683
H  -0.3477  1.8483  -1.2458
H  -1.5187  0.6268  -1.7124
H  -1.8876  1.7184  0.7056
H  -1.6203  0.0204  0.9086
H  0.6571  0.5659  1.4547
H  -0.3510  1.4349  2.4034

Cartesian forces, eV/Å:
-2.2 1.0 0.3
3.8 -1.9 -1.2
-2.7 -0.2 -0.6
-1.2 -0.5 -0.7
-1.0 3.5 1.0
-0.5 -0.3 -1.7
0.0 1.5 0.4
-0.8 -0.7 -0.7
0.4 0.6 0.8
1.6 0.2 0.3
0.4 -0.7 0.3
1.1 0.1 1.9
0.8 -1.1 -0.7
-0.1 -1.1 -0.2
0.5 -0.3 0.4
-0.1 -0.1 0.1

Computed properties:
* 2S+1: 1
* HOMO: -0.3375 Ha
* charge: 0
* lowest unoccupied orbital energy: 0.749 eV

So, what does the natural (NBO) scheme give us? The charges, in e, come out as: C -0.0645; N -0.4119; C -0.2665; C -0.4243; C -0.2236; N -0.8446; H 0.1823; H 0.1508; H 0.2101; H 0.1852; H 0.2211; H 0.2104; H 0.1840; H 0.1910; H 0.3418; H 0.3586

---

(2)
Molecular formula: C4H10N2
Method: DFT, ωB97M-V/def2-TZVPD

CARTESIAN COORDINATES (ANGSTROEM)
C  4.5098  -0.3700  0.5333
C  4.4881  -0.8613  -0.7125
N  5.2172  -1.9790  -1.1377
H  5.3653  -0.6774  1.1320
H  3.7771  0.2728  0.9883
H  4.1485  -0.1696  -1.4835
H  5.7125  -2.3736  -0.3425
H  5.9029  -1.7096  -1.8373
C  -5.7192  1.7202  -0.2933
N  -4.7571  1.7516  0.5129
C  -4.1759  0.4523  0.8934
H  -6.1850  2.6339  -0.6584
H  -6.2079  0.7955  -0.6286
H  -3.2712  0.7191  1.4304
H  -3.9467  -0.1505  0.0297
H  -4.8583  -0.0545  1.5738

Cartesian forces, eV/Å:
0.6 -0.9 0.2
0.5 1.6 0.1
0.5 0.6 0.2
-0.6 -0.5 0.6
0.1 0.6 -0.4
-1.0 -0.9 -0.3
-0.1 -0.1 -0.1
-0.2 -0.3 -0.2
-0.6 -0.1 0.0
0.1 -0.1 -0.4
-0.2 1.2 0.6
0.2 0.1 0.2
0.2 -0.1 -0.1
0.2 -0.5 0.1
0.0 -0.3 -0.3
0.0 -0.2 0.0

Computed properties:
* 2S+1: 1
* HOMO: -0.3125 Ha
* charge: 0
* lowest unoccupied orbital energy: 1.225 eV

So, what does the natural (NBO) scheme give us? The charges, in e, come out as: C -0.5093; C 0.0077; N -0.8000; H 0.1795; H 0.2100; H 0.1860; H 0.3612; H 0.3649; C -0.0588; N -0.3831; C -0.4561; H 0.1683; H 0.1308; H 0.2062; H 0.1933; H 0.1995

---

> What is the formula in the second record?

C4H10N2

---

> Which value of HOMO does entry 2 give?

-0.3125 Ha

---

What did the second record say?
Molecular formula: C4H10N2
Method: DFT, ωB97M-V/def2-TZVPD

CARTESIAN COORDINATES (ANGSTROEM)
C  4.5098  -0.3700  0.5333
C  4.4881  -0.8613  -0.7125
N  5.2172  -1.9790  -1.1377
H  5.3653  -0.6774  1.1320
H  3.7771  0.2728  0.9883
H  4.1485  -0.1696  -1.4835
H  5.7125  -2.3736  -0.3425
H  5.9029  -1.7096  -1.8373
C  -5.7192  1.7202  -0.2933
N  -4.7571  1.7516  0.5129
C  -4.1759  0.4523  0.8934
H  -6.1850  2.6339  -0.6584
H  -6.2079  0.7955  -0.6286
H  -3.2712  0.7191  1.4304
H  -3.9467  -0.1505  0.0297
H  -4.8583  -0.0545  1.5738

Cartesian forces, eV/Å:
0.6 -0.9 0.2
0.5 1.6 0.1
0.5 0.6 0.2
-0.6 -0.5 0.6
0.1 0.6 -0.4
-1.0 -0.9 -0.3
-0.1 -0.1 -0.1
-0.2 -0.3 -0.2
-0.6 -0.1 0.0
0.1 -0.1 -0.4
-0.2 1.2 0.6
0.2 0.1 0.2
0.2 -0.1 -0.1
0.2 -0.5 0.1
0.0 -0.3 -0.3
0.0 -0.2 0.0

Computed properties:
* 2S+1: 1
* HOMO: -0.3125 Ha
* charge: 0
* lowest unoccupied orbital energy: 1.225 eV

So, what does the natural (NBO) scheme give us? The charges, in e, come out as: C -0.5093; C 0.0077; N -0.8000; H 0.1795; H 0.2100; H 0.1860; H 0.3612; H 0.3649; C -0.0588; N -0.3831; C -0.4561; H 0.1683; H 0.1308; H 0.2062; H 0.1933; H 0.1995

---

> Look up the lowest unoccupied orbital energy of the second one.

1.225 eV